# 1
This record from OMol25 describes a cluster of 12 separate species, C28H82N2O12 in total. The level of theory is the ωB97M-V functional and the def2-TZVPD basis.

Properties
E_HOMO	-9.060	eV
SMILES	COC[C@H](C)N.COC[C@H](C)N.CCO.CCO.CCO.CCO.CCO.CCO.CCO.CCO.CCO.CCO
energy	-2128.178497	hartree
lowest unoccupied orbital energy	0.4	eV
frontier orbital gap	9.5	eV
relative energy (zero: lowest compared OMol25 entry of this formula, charge and spin)	251.1	kJ/mol

Last column: Löwdin charge in e.
Atoms and positions in Å:
1 O -1.8146 3.3944 -5.4076  -0.200
2 N 0.3837 2.5236 -2.5567  0.050
3 H -2.9065 -4.3371 -0.6701  0.051
4 O 0.9338 5.1551 -1.6581  -0.092
5 H 2.8730 1.4040 0.1843  0.094
6 C 1.3887 -5.6883 -0.0995  -0.089
7 H 0.3182 5.8909 -1.6234  0.098
8 H 0.3361 0.6038 5.0567  0.117
9 H -1.0053 4.8757 -6.5539  0.082
10 C 1.1757 2.1895 5.9668  -0.430
11 H -0.5102 4.5811 -4.2898  0.118
12 C 3.1899 -2.1910 0.3504  -0.054
13 H 5.9955 -1.5109 0.6784  0.097
14 H -1.0872 -0.0406 -1.8275  0.097
15 O -1.0309 -3.2095 5.1900  -0.054
16 H 2.6730 0.8780 6.6216  0.068
17 H -0.7559 -5.1131 1.1549  0.090
18 H -0.8175 1.9359 1.8969  0.082
19 H 0.7481 1.3184 2.0105  0.064
20 O 5.2323 -0.9935 0.9454  -0.087
21 H -1.8301 -4.0445 2.7604  0.059
22 C 2.0310 3.4574 5.6660  -0.054
23 H -1.5455 3.9260 -1.7808  0.054
24 C -3.9703 -4.1258 -0.7780  -0.065
25 H -4.3578 -1.1364 0.7367  0.083
26 H -2.0037 -2.4051 2.1393  0.038
27 H 5.0375 0.8511 0.1917  0.030
28 H -6.0875 0.3990 -0.1964  0.076
29 H -2.1655 2.3721 -1.5114  0.073
30 H 2.9786 3.1661 5.2128  0.069
31 H 0.8236 -3.6878 -0.5798  0.093
32 H 1.3697 6.0362 0.2245  0.112
33 H -0.4631 -3.9360 4.9230  0.094
34 H 3.6096 1.5664 -4.8345  0.079
35 H -1.4972 -4.1028 -4.3955  0.072
36 H -5.3507 -5.8608 1.5516  0.077
37 O 0.0159 2.1115 3.8073  -0.169
38 H 2.1109 -5.5354 0.7025  0.074
39 H -1.3798 -3.1993 -2.9309  0.049
40 C -0.3273 -0.3814 -1.1242  -0.337
41 H 0.3789 1.4661 -1.0877  0.000
42 H -2.7999 3.4571 -2.8469  0.081
43 H -0.2224 -1.6158 0.6528  0.073
44 H -1.1129 -1.5643 -4.8737  0.104
45 H 0.5879 3.1837 0.1238  0.050
46 H -2.4656 4.0769 -7.2426  0.086
47 O -0.1250 -4.4075 0.9948  -0.085
48 C -0.8386 2.6117 -3.2838  -0.400
49 H -4.4041 -3.6380 1.3662  0.081
50 H -3.8630 0.5397 0.4944  0.097
51 C 3.5986 -0.6042 -3.5447  -0.077
52 H 0.2025 2.4568 6.3785  0.139
53 O -2.9382 -2.0620 -5.6106  -0.085
54 C 0.4281 4.2203 0.4203  -0.087
55 H 2.4688 4.8597 -0.2388  0.102
56 H 2.3035 3.8593 6.6418  0.064
57 H -1.0881 1.6214 -3.6648  0.127
58 C -2.0540 -3.0154 3.0410  -0.065
59 H 3.4182 3.0199 -0.2330  0.083
60 H 3.8495 -1.4477 2.3172  0.113
61 H -4.4205 -4.7399 -1.5579  0.079
62 H 3.8665 -1.3230 -2.7703  0.060
63 H -5.8261 -4.1545 0.5011  0.110
64 C 1.4075 5.0941 -0.3224  -0.294
65 C 3.5709 2.7730 1.8452  -0.069
66 C -4.1979 0.0674 2.5167  -0.067
67 C -0.9247 -1.2520 -0.0972  -0.081
68 O -4.6787 -5.6755 0.8915  -0.099
69 H 0.6796 3.4741 -2.3866  0.052
70 C -0.6227 3.5287 -4.5506  -0.137
71 O -5.9372 0.1860 0.7276  -0.078
72 C 3.6142 2.1682 0.4183  -0.290
73 H 4.3824 3.4734 2.0426  0.080
74 H 0.3095 3.2595 -5.0472  0.118
75 H -4.8136 -0.5626 3.1587  0.074
76 H -3.1952 -0.3569 2.5683  0.040
77 H 1.4938 4.1082 4.9762  0.073
78 C 4.2940 -1.9070 1.4344  -0.272
79 C -1.9302 3.0617 -2.3221  -0.034
80 H 2.9133 0.8369 -2.1704  0.090
81 O 3.1589 1.7386 -4.0045  -0.095
82 H -1.4080 -1.4191 4.5061  0.106
83 C 0.9005 1.4574 4.6812  -0.247
84 H -0.4391 -4.8229 -0.9907  0.109
85 H -1.3349 -2.1631 -0.5326  0.063
86 H 2.5200 -1.3470 0.1860  0.061
87 H -4.1992 1.0987 2.8696  0.078
88 H -0.9122 3.2332 -7.2268  0.083
89 H 1.1696 2.1095 -3.0372  0.068
90 C 3.6231 0.8170 -2.9974  -0.291
91 H 1.9671 -5.7819 -1.0187  0.073
92 H -3.0502 -1.1855 -5.9857  0.080
93 H 2.6238 -3.0656 0.6710  0.049
94 H 3.6912 1.9578 2.5587  0.060
95 C -2.0791 -1.9074 -4.5036  -0.315
96 H 3.5349 -2.4836 -0.6413  0.062
97 H -2.5158 -1.1526 -3.8496  0.101
98 H 0.4772 -0.8186 -1.7155  0.107
99 H 2.1882 2.0130 7.6849  0.061
100 H -0.0897 -2.2685 3.7686  0.108
101 H -3.1040 -2.9490 3.3261  0.066
102 O 4.9817 1.8090 0.1606  -0.090
103 H -1.7104 -0.6820 0.3987  0.066
104 C -1.9831 -3.3061 -3.8324  -0.068
105 H 2.6060 3.2566 1.9973  0.048
106 O 0.1188 0.7756 -0.4735  -0.121
107 H -3.0010 -3.6813 -3.7263  0.068
108 H 4.8155 -2.8420 1.6392  0.112
109 C -0.1761 1.3848 2.5846  -0.090
110 H 0.6299 4.3168 1.4871  0.073
111 H -3.9888 -3.0525 -0.9672  0.059
112 H -0.4983 0.3607 2.7731  0.071
113 C -1.1118 -2.3965 4.1250  -0.357
114 H 1.8425 1.1020 4.2635  0.122
115 H 4.6231 1.0913 -2.6613  0.111
116 H 4.1770 -0.6977 -4.4638  0.075
117 C 0.3489 -4.6175 -0.2662  -0.367
118 C -4.5625 -0.1056 1.0258  -0.303
119 N 1.8665 1.3765 6.9697  0.034
120 C -4.7459 -4.2876 0.5604  -0.296
121 H -0.6157 4.4888 0.2574  0.083
122 H 1.0132 -6.6954 0.0816  0.075
123 H 2.5627 -0.8085 -3.8153  0.070
124 C -1.5421 3.9356 -6.6810  -0.130

# 2
This record from OMol25 describes a structure of composition C28H83InN13O5P4. The level of theory is the ωB97M-V functional and the def2-TZVPD basis.

Properties
E_HOMO	-3.684	eV
energy	-3759.713608	hartree
total charge	-1
lowest unoccupied orbital energy	0.7	eV
frontier orbital gap	4.4	eV

Last column: Löwdin charge in e.
Atoms and positions in Å:
1 H 4.0996 3.6947 4.7109  0.075
2 O 2.1713 2.4114 1.2122  -0.257
3 H 9.5998 2.5237 5.3991  0.080
4 H 6.6503 -2.9029 5.0701  0.070
5 H 8.7269 -0.2083 7.4011  0.044
6 H 0.3179 4.0879 4.9190  0.061
7 H 0.0103 5.9391 2.4156  0.082
8 H -0.0857 -2.0481 -10.1635  0.076
9 H -0.3447 -6.7815 -7.1171  0.077
10 C 10.1967 -2.5499 3.3885  -0.153
11 H -0.6671 2.8454 5.6435  0.086
12 H 9.1174 2.4278 3.2008  0.079
13 H 1.0231 1.4275 -5.7647  -0.153
14 H 6.7841 -3.0791 6.8126  0.079
15 H 11.8925 -1.8370 5.2118  0.089
16 H -4.8568 2.0781 -2.9737  0.058
17 H 8.0427 -3.7450 5.7699  0.071
18 H 2.1534 1.1538 -1.6985  -0.060
19 H -6.9701 2.2652 -0.8610  0.068
20 N -8.8168 1.4334 2.4610  -0.349
21 C -9.1462 -0.0540 0.1332  -0.136
22 H -4.3569 -0.7809 1.7465  0.083
23 H -2.8498 -0.6103 -3.0373  0.088
24 H -7.6640 -1.7212 2.2557  0.061
25 C -2.9842 1.4835 -3.1956  -0.508
26 N 0.4700 3.9295 2.1098  -0.345
27 H -4.6613 0.2858 3.1365  0.077
28 H -1.8524 -6.1731 -7.7032  0.058
29 H 4.4564 2.1932 2.4566  0.080
30 C 8.4245 1.6170 3.4358  -0.148
31 H 2.9619 2.4299 -2.5977  -0.055
32 H -2.4892 -0.0200 -4.6503  0.089
33 H -10.0701 0.5334 0.2353  0.082
34 H 10.5914 -2.7120 6.0384  0.083
35 H -4.2143 1.6805 -1.5684  0.058
36 N -1.4377 -3.4978 -9.4348  -0.328
37 C 10.8509 -1.7676 5.5391  -0.138
38 C 3.8150 1.7522 3.2303  -0.154
39 O -2.5854 2.5725 -3.4086  0.055
40 H 1.4821 5.4530 3.1833  0.042
41 C -0.9824 -5.8946 -7.1040  -0.153
42 H 9.7952 -3.5134 3.7326  0.071
43 N -4.2996 1.3501 -2.5281  0.065
44 C -2.3052 0.1804 -3.5854  -0.238
45 C -4.9105 0.0974 2.0839  -0.153
46 H 0.0710 3.2948 -3.8022  -0.125
47 C -9.3814 0.5500 3.4591  -0.137
48 H -10.0113 2.9413 1.5938  0.071
49 H -8.6656 3.5485 2.5725  0.068
50 H -3.5292 -3.3859 -9.7882  0.082
51 H -9.1731 -0.8601 0.8638  0.063
52 H -1.1019 -2.7758 -11.4022  0.073
53 C -9.4209 2.7620 2.5038  -0.128
54 C 9.2311 1.5297 5.6602  -0.149
55 P -0.9234 -3.1450 -7.7470  0.787
56 H -4.4650 -3.6288 -6.8000  0.082
57 H -2.9519 -4.9562 -9.2037  0.062
58 H 3.4592 0.7907 2.8622  0.072
59 P -7.2400 1.3739 1.7582  0.785
60 O 6.8975 -0.4528 4.1995  -0.275
61 C -2.6901 -4.0959 -9.8167  -0.143
62 H -0.6415 -0.0294 -2.1308  0.021
63 P 1.3497 2.4954 2.4856  0.786
64 P 8.3414 -0.8587 4.4507  0.784
65 H -0.6553 4.7153 0.4742  0.084
66 N 8.9981 0.7445 4.4654  -0.329
67 H -3.7691 -1.3758 -6.4464  0.079
68 C 3.2228 3.8769 4.0847  -0.154
69 H 11.2515 -2.6820 3.1338  0.075
70 H 7.0298 -0.6944 7.5408  0.087
71 H 7.4688 2.0541 3.7510  0.076
72 H 1.1971 -4.7563 -6.1195  0.081
73 H -1.4904 1.3751 3.0826  0.068
74 O -6.4971 2.1241 2.8566  -0.285
75 H -2.1529 -0.8655 -6.9080  0.071
76 H 2.5153 4.3859 4.7437  0.058
77 O -0.2881 -2.6343 -6.4673  -0.256
78 H -10.4716 0.5301 3.3512  0.083
79 H -0.1228 0.2624 3.2558  0.075
80 N -7.9559 0.7507 0.2317  -0.318
81 H -1.7864 -1.5691 -10.2852  0.072
82 N -6.3484 -0.1050 1.8866  -0.326
83 H -6.0062 -2.0379 2.6236  0.081
84 H -0.2258 3.0232 0.3102  0.076
85 H -9.0715 -0.4840 3.3294  0.045
86 N 0.2846 2.2282 3.9120  -0.326
87 H -4.5510 0.9429 1.4979  0.066
88 H -3.2358 -4.8431 -6.7240  0.043
89 H 8.2522 1.0684 2.5104  0.073
90 H 3.5301 4.5574 3.2774  0.083
91 C 7.3562 -2.8966 5.9038  -0.125
92 C -2.9858 -1.5136 -7.1907  -0.121
93 C 8.0389 -1.0419 7.2844  -0.135
94 C 2.4976 1.4410 -2.7041  -0.309
95 H -1.2904 -5.7258 -6.0624  0.083
96 H 10.8222 -0.9718 6.2807  0.063
97 H 9.6744 -2.2826 2.4642  0.076
98 C -0.8025 0.0505 -3.2182  -0.315
99 C 1.1128 -4.8015 -7.2125  -0.157
100 C 0.8924 5.3029 2.2815  -0.138
101 H 8.3571 -1.7735 8.0353  0.083
102 H -8.0458 1.2646 -1.8265  0.079
103 H -0.4693 -0.9147 -3.6347  0.013
104 In 0.6433 1.5963 -4.0130  0.381
105 C -6.7648 -1.2539 2.6632  -0.148
106 H -3.3785 -1.1567 -8.1542  0.071
107 H 3.1773 0.6932 -3.1301  -0.063
108 H -1.4868 3.5067 1.4550  0.069
109 N 2.6935 2.6291 3.5777  -0.328
110 N 8.1062 -1.6446 5.9693  -0.348
111 H -6.9258 -1.0038 3.7219  0.082
112 H -8.7225 2.4958 -0.7302  0.070
113 H -1.0277 0.7495 4.6847  0.073
114 H -1.2436 3.6776 4.1882  0.084
115 H 1.6824 -3.9699 -7.6263  0.071
116 H -2.6033 -4.4711 -10.8412  0.086
117 N -0.2809 -4.7563 -7.6596  -0.330
118 N -2.5722 -2.9125 -7.3004  -0.343
119 H -3.3167 -3.6263 -5.4391  0.088
120 H -10.0893 2.8807 3.3560  0.078
121 H 1.5908 -5.7205 -7.5612  0.075
122 H -9.1374 0.8570 4.4848  0.085
123 C -0.5118 3.7914 1.0318  -0.110
124 H 1.4680 5.6797 1.4263  0.088
125 H 10.0166 1.1013 6.2868  0.060
126 N 10.0234 -1.4938 4.3924  -0.325
127 C -0.3529 3.2641 4.6822  -0.142
128 H 8.3162 1.6634 6.2548  0.083
129 C -1.0949 -2.4193 -10.3682  -0.155
130 C -0.6407 1.1050 3.7254  -0.154
131 C -3.4181 -3.7904 -6.5194  -0.134
132 H 4.4264 1.5467 4.1123  0.070
133 H -9.1621 -0.5359 -0.8483  0.092
134 C -7.9316 1.7417 -0.8506  -0.149

# 3
This record from OMol25 describes a cluster of 11 separate species, C28H83N5O12 in total. The level of theory is the ωB97M-V functional and the def2-TZVPD basis.

Properties
spin multiplicity	2
⟨S²⟩	0.75
E_HOMO (alpha / beta)	0.687 / -6.771	eV
energy	-2292.944130	hartree
total charge	-1
lowest unoccupied orbital energy (alpha / beta)	1.9 / 1.9	eV
frontier orbital gap (alpha / beta)	1.2 / 8.6	eV

Last column: Löwdin spin population.
Atoms and positions in Å:
1 H -0.1665 1.1153 7.8396  0.002
2 C 1.7750 2.4202 -4.0862  0.001
3 H -2.5106 2.8339 1.2365  0.008
4 C -3.1244 -4.4092 2.6591  0.002
5 C -1.8104 -2.8532 -2.6576  0.000
6 H -7.6937 0.3876 -3.9518  0.000
7 C -2.6518 -0.7989 2.1195  0.004
8 H 2.6595 0.3207 -4.2567  0.000
9 O 0.9060 0.4898 -5.3656  0.000
10 H 0.0686 1.8304 4.5145  0.003
11 H -1.1238 -3.4918 -3.2134  0.000
12 N 2.2863 3.1069 -5.2431  0.000
13 C 3.9848 0.1224 -1.2099  0.001
14 H 1.4732 -1.1444 1.9149  0.000
15 C 5.1723 -2.4665 1.7114  0.003
16 H 2.6362 2.2978 3.3075  0.002
17 C -2.7205 3.8801 1.0140  0.139
18 C 1.9405 -3.0286 -1.4278  0.001
19 H 2.0006 2.4442 -5.9496  0.000
20 H 5.0651 -3.1758 0.8907  0.001
21 H 0.4609 -4.5912 2.0376  0.000
22 C -0.3327 0.8179 4.5591  0.010
23 H 0.1997 3.9975 -3.7949  0.003
24 H 1.0816 -3.0512 -3.3677  0.000
25 H -2.4035 -2.2842 -3.3735  0.000
26 H 0.1275 4.1592 4.0835  0.031
27 C 4.0522 4.2019 1.0227  0.010
28 C -2.8500 -2.2033 1.6288  0.001
29 H 2.4130 2.7602 -3.2705  0.000
30 H -2.1761 -4.6671 2.1876  0.000
31 O -1.1749 -1.9094 -1.8340  0.000
32 H -2.3641 1.1917 3.7310  0.017
33 H -7.0929 -0.4529 -5.3277  0.000
34 H -3.5917 0.7600 -4.8521  0.000
35 H -4.4312 1.8203 -0.8616  0.004
36 O -5.7404 -0.5835 -3.7502  0.000
37 H -2.4418 -0.1559 1.2648  0.000
38 C -1.4116 0.7433 3.4485  0.016
39 H 1.4191 -0.9918 -1.6575  0.000
40 C 0.7178 -0.9003 -5.5899  0.000
41 N 0.9043 -1.9675 2.0530  0.000
42 O 3.8540 -2.0571 2.2504  0.001
43 C 1.9106 -3.5240 -2.8410  0.001
44 H 1.5967 -1.4191 -5.9725  0.000
45 H 3.8010 5.2205 1.3182  0.003
46 H -3.6737 -2.1462 0.9172  0.001
47 O -3.2138 -2.9725 2.8010  0.002
48 C 3.0572 -3.2137 2.3894  0.001
49 H -0.1918 2.4660 -3.1081  0.001
50 H -2.4109 0.3466 -3.5997  0.000
51 H 0.7550 0.4385 0.3464  0.000
52 H 3.2954 3.0661 -5.2525  0.000
53 C -5.1336 -0.0572 -2.5740  0.002
54 H 4.3137 3.6095 1.8995  0.001
55 H -5.9810 0.1888 -1.9341  0.002
56 H 0.8511 1.3412 -1.1327  0.000
57 H 1.9049 4.6930 3.7288  0.009
58 H -4.4599 -0.7683 -2.0961  0.000
59 H 5.7492 -2.8848 2.5363  0.001
60 O 2.9122 3.7140 0.4219  0.007
61 H 0.7353 -3.1701 0.2769  0.000
62 H 0.3204 -1.4276 -4.7227  0.000
63 H 1.1555 0.4045 -3.4069  0.000
64 C 0.3170 2.9258 -3.9553  0.003
65 H 4.0422 -0.0670 -0.1380  0.000
66 O 0.8368 3.8661 2.2238  0.029
67 H -2.4458 -3.4384 -1.9927  0.000
68 H -0.2849 2.6855 -4.8318  0.000
69 H -3.4675 -5.0134 3.4990  0.000
70 H 0.5021 0.1662 4.3010  0.000
71 H 5.7172 -1.6187 1.2961  0.001
72 H -2.0731 5.4810 1.9191  0.110
73 H 2.1930 -1.4713 -0.2008  0.000
74 H 1.7224 -2.3980 3.8773  0.001
75 H 0.4363 5.6096 3.2521  0.037
76 O 2.8573 0.2082 3.4075  0.003
77 H -2.7727 2.0450 -4.0378  0.001
78 H -3.0719 1.3477 -1.3226  0.000
79 H 2.1274 3.7487 0.9737  0.001
80 H -0.9612 -0.0870 -1.0894  0.000
81 C -6.7675 0.1260 -4.4634  0.001
82 H 0.0917 -1.6112 2.5356  0.000
83 H -1.9515 -2.5020 1.0888  0.000
84 C 2.2708 -1.5606 -1.2844  0.000
85 O -0.7535 0.5676 5.9033  0.015
86 H -6.3024 1.0379 -4.8377  0.000
87 H 3.4660 -3.8397 3.1825  0.000
88 H -0.0171 -1.0481 -6.3812  0.000
89 N -3.8449 1.8900 -1.6810  0.001
90 H -2.9627 4.0351 -0.0374  0.012
91 N 0.7878 -3.4583 -0.6896  0.000
92 H 3.0394 -3.7510 1.4412  0.000
93 H 3.0707 -0.5992 2.9341  0.000
94 H 2.7536 -3.2147 -3.4588  0.000
95 H 2.6714 -3.5571 -0.8158  0.000
96 C 0.2842 0.8621 6.8800  0.019
97 H -0.2701 -3.8112 3.4069  0.000
98 C 0.8613 4.6205 3.4226  0.117
99 C 0.6865 -4.1480 3.0075  0.002
100 C 1.6427 -2.9158 2.9214  0.001
101 H -0.0906 3.8435 1.9766  0.009
102 H 4.9450 0.4891 -1.5727  0.001
103 H 0.9364 -4.9622 3.6877  0.001
104 O 3.5524 -1.0816 -1.8005  0.001
105 O -1.0549 0.7902 -0.7107  0.003
106 H -0.4974 -2.3904 -1.3532  0.000
107 H -3.8371 -4.7026 1.8883  0.000
108 O -1.6875 4.7074 1.5013  0.233
109 H 1.0331 -4.4165 -0.4852  0.001
110 C -4.3426 1.2258 -2.8600  0.005
111 C 2.6978 1.3938 2.7016  0.003
112 H -1.8052 -1.2031 3.9260  0.001
113 H 3.2995 0.9482 -1.4010  0.000
114 H -5.0032 1.9761 -3.2946  0.002
115 C 0.2276 1.1803 -0.2532  0.003
116 H 0.0988 2.1773 0.1680  0.005
117 H 4.8954 4.1433 0.3344  0.001
118 H 1.7591 1.4838 2.1549  0.001
119 H -3.6095 -0.4391 2.4956  0.004
120 H -1.0971 1.3167 2.5765  0.004
121 H -3.5989 4.0873 1.6252  0.058
122 H 1.6947 -4.5923 -2.8585  0.000
123 C 1.7150 0.8637 -4.2219  0.000
124 H 0.9549 0.0271 7.0827  0.001
125 H 0.8658 1.7761 6.7600  0.006
126 C -3.1931 1.0518 -3.8804  0.001
127 N -1.5270 -0.7109 3.0891  0.002
128 H 3.5589 1.4825 2.0392  0.001